The following is a quantum chemistry calculation of a 2-piece molecular cluster, BrH2O2PS overall, from the Open Molecules 2025 dataset.

Geometry (Å):
O1 0.860 1.775 -1.685
P1 0.331 0.701 -2.510
O2 -0.851 -0.063 -1.728
S1 0.722 0.074 -4.315
H1 -0.888 -0.955 -2.146
Br1 -1.726 1.035 1.299
H2 -1.307 2.322 0.589

Its SMILES is O=P(O)=S.Br. The calculation puts the orbital gap at 10.08 eV. For the molar mass, the calculation gives 177.0 u.

The following is a quantum chemistry calculation of C36H53BaN7O2PS2 as an isolated structure, from the Open Molecules 2025 dataset.

Geometry (Å):
Ba1 1.171 -2.680 0.433
N1 3.557 -4.979 3.577
C1 2.598 -4.927 2.580
S1 3.155 -5.160 0.972
N2 1.404 -4.636 3.047
N3 0.302 -4.875 2.266
C2 -0.738 -4.209 2.615
C3 -0.807 -3.202 3.708
C4 -1.059 -3.582 5.018
C5 -1.073 -2.671 6.065
C6 -0.810 -1.333 5.777
C7 -0.555 -0.932 4.479
C8 -0.549 -1.842 3.393
O1 -0.327 -1.426 2.176
H1 4.500 -4.787 3.286
H2 3.256 -4.626 4.472
H3 -1.633 -4.419 2.029
H4 -1.236 -4.633 5.224
H5 -1.272 -3.001 7.076
H6 -0.802 -0.596 6.574
H7 -0.343 0.107 4.245
C9 2.985 0.854 -5.307
C10 3.290 -0.629 -5.136
N4 2.196 -1.383 -4.557
C11 2.067 -1.612 -3.205
S2 1.012 -2.899 -2.792
N5 2.767 -0.755 -2.480
N6 2.856 -0.932 -1.141
C12 3.393 0.057 -0.510
C13 3.786 1.345 -1.192
C14 3.693 -0.062 0.929
C15 4.525 0.881 1.549
C16 4.837 0.750 2.888
C17 4.309 -0.309 3.607
C18 3.478 -1.188 2.934
N7 3.186 -1.078 1.641
H8 3.836 1.369 -5.760
H9 2.777 1.304 -4.337
H10 2.111 0.991 -5.947
H11 4.175 -0.750 -4.508
H12 3.508 -1.069 -6.112
H13 1.755 -2.090 -5.118
H14 3.513 2.209 -0.584
H15 3.284 1.402 -2.152
H16 4.865 1.385 -1.374
H17 4.942 1.701 0.984
H18 5.490 1.468 3.369
H19 4.520 -0.445 4.659
H20 3.022 -2.027 3.453
O2 0.035 -0.501 -0.637
P1 -1.104 0.443 -0.380
C19 -0.545 1.558 0.957
C20 -1.524 2.274 1.896
C21 -1.910 3.689 1.476
C22 -0.674 4.527 1.155
C23 0.203 3.849 0.103
C24 0.633 2.455 0.554
C25 -1.526 1.156 -2.014
C26 -0.243 1.480 -2.796
C27 -0.562 1.592 -4.291
C28 -1.916 2.282 -4.550
C29 -2.294 3.170 -3.370
C30 -2.541 2.315 -2.120
C31 -2.562 -0.424 0.274
C32 -2.667 -1.819 -0.368
C33 -4.007 -2.449 0.003
C34 -5.180 -1.668 -0.619
C35 -4.799 -0.210 -0.904
C36 -3.903 0.343 0.201
H21 -0.142 0.721 1.548
H22 -1.015 2.345 2.865
H23 -2.409 1.662 2.078
H24 -2.482 4.160 2.279
H25 -2.572 3.665 0.606
H26 -0.090 4.665 2.072
H27 -0.970 5.524 0.815
H28 1.087 4.459 -0.103
H29 -0.353 3.785 -0.836
H30 1.285 2.563 1.429
H31 1.232 1.959 -0.214
H32 -1.957 0.271 -2.505
H33 0.511 0.710 -2.630
H34 0.180 2.421 -2.433
H35 -0.560 0.589 -4.726
H36 0.238 2.147 -4.786
H37 -2.703 1.533 -4.687
H38 -1.877 2.861 -5.474
H39 -3.188 3.759 -3.590
H40 -1.487 3.886 -3.185
H41 -3.553 1.911 -2.172
H42 -2.510 2.954 -1.240
H43 -2.286 -0.589 1.320
H44 -1.850 -2.441 -0.003
H45 -2.555 -1.780 -1.456
H46 -4.093 -2.448 1.093
H47 -4.036 -3.494 -0.311
H48 -6.038 -1.694 0.059
H49 -5.502 -2.145 -1.548
H50 -5.698 0.402 -1.012
H51 -4.269 -0.153 -1.859
H52 -4.424 0.241 1.159
H53 -3.747 1.414 0.063

As for the charge: -1. The calculation puts the orbital gap at 6.84 eV. For the molar mass, the calculation gives 848.3 u.

The following is a quantum chemistry calculation of C29H15N7O11Rh as an isolated structure, from the Open Molecules 2025 dataset.

Geometry (Å):
Rh1 -0.083 -0.006 0.070
O1 -5.153 4.426 1.693
C1 -4.447 3.988 2.572
O2 -4.349 4.079 3.777
C2 -3.303 2.977 1.980
C3 -2.283 2.549 2.814
C4 -1.349 1.661 2.311
N1 -1.410 1.217 1.057
C5 -2.386 1.654 0.257
C6 -3.366 2.541 0.673
C7 -2.368 1.076 -1.171
O3 -3.255 1.357 -1.944
O4 -1.380 0.300 -1.377
H1 -2.226 2.900 3.833
H2 -0.542 1.292 2.932
H3 -4.131 2.853 -0.022
N2 0.617 -9.947 -2.392
C8 0.574 -8.824 -2.153
C9 0.502 -7.453 -1.834
C10 1.588 -6.802 -1.237
C11 1.499 -5.468 -0.907
C12 0.322 -4.747 -1.142
C13 -0.754 -5.407 -1.749
C14 -0.670 -6.736 -2.096
C15 0.209 -3.339 -0.763
C16 1.156 -2.412 -1.259
C17 2.242 -2.697 -2.144
C18 2.820 -1.486 -2.471
C19 2.092 -0.501 -1.803
N3 1.105 -1.064 -1.068
C20 -0.853 -2.937 0.080
C21 -1.821 -3.791 0.686
C22 -2.586 -3.008 1.526
C23 -2.079 -1.713 1.429
N4 -1.047 -1.670 0.554
H4 2.490 -7.360 -1.029
H5 2.323 -4.982 -0.407
H6 -1.654 -4.853 -1.963
H7 -1.502 -7.231 -2.576
H8 2.527 -3.673 -2.482
H9 3.661 -1.321 -3.115
H10 2.217 0.566 -1.853
H11 -1.895 -4.849 0.532
H12 -3.408 -3.318 2.142
H13 -2.403 -0.848 1.980
O5 6.043 2.392 4.278
N5 5.186 2.934 3.603
O6 5.130 4.133 3.410
C24 4.193 2.108 2.992
C25 3.286 2.683 2.107
C26 2.333 1.885 1.463
C27 2.217 0.489 1.796
O7 1.209 -0.242 1.511
C28 3.229 -0.060 2.638
C29 4.189 0.742 3.248
N6 3.239 -1.463 2.873
O8 3.821 -1.859 3.874
O9 2.706 -2.206 2.062
N7 1.470 2.486 0.569
O10 0.880 1.775 -0.355
O11 1.307 3.720 0.568
H14 3.317 3.740 1.886
H15 4.921 0.306 3.909

As for the charge: -1. The calculation puts the orbital gap at 4.89 eV. For the molar mass, the calculation gives 740.4 u.